<i>
Density functional theory data (wB97M-V/def2-TZVPD) for one molecule with the formula C5H6.

Last columns: bonded neighbours and bond lengths (Å).
Geometry (Å):
1 C -0.34602 0.67737 -2.40715  C2 1.207, H6 1.119
2 C 0.05810 0.25854 -1.34991  C1 1.207, C5 1.420
3 C -0.39926 -0.85388 1.12094  C4 1.520, C5 1.797, H7 1.110, H8 1.167
4 C 0.19124 0.54641 1.15268  C3 1.520, C5 1.483, H9 1.139, H10 1.079
5 C 0.65844 -0.07993 -0.10787  C2 1.420, C3 1.797, C4 1.483, H11 0.985
6 H -0.59507 0.82908 -3.48774  C1 1.119
7 H 0.22375 -1.70758 1.45931  C3 1.110
8 H -1.47479 -1.09956 0.73915  C3 1.167
9 H -0.76065 1.16024 1.02858  C4 1.139
10 H 0.92845 0.82822 1.88827  C4 1.079
11 H 1.51580 -0.55892 -0.03628  C5 0.985

As for the LUMO energy: 1.193 eV. The value obtained for the HOMO energy is -0.3147 Eh.

Here are the Mulliken charges for atoms 1 to 6, given in e:
1 C 0.29
2 C -0.78
3 C -0.57
4 C -0.38
5 C -0.51
6 H 0.39

<ii>
Density functional theory data (wB97M-V/def2-TZVPD) for one molecule with the formula C5H6.

Last columns: bonded neighbours and bond lengths (Å).
Geometry (Å):
1 C 1.98226 0.00019 0.02431  C2 1.506, H6 1.098, H7 1.072, H8 1.103
2 C 0.51948 -0.35640 -0.01453  C1 1.506, C3 1.332, H9 1.125
3 C -0.50795 0.49091 -0.04146  C2 1.332, C4 1.450, H10 1.058
4 C -1.90160 0.09173 -0.00143  C3 1.450, C5 1.217
5 C -3.09804 -0.13304 -0.00069  C4 1.217, H11 1.055
6 H 2.13325 1.08202 -0.08698  C1 1.098
7 H 2.44786 -0.32415 0.93378  C1 1.072
8 H 2.54567 -0.49986 -0.78196  C1 1.103
9 H 0.32941 -1.46081 -0.11257  C2 1.125
10 H -0.34371 1.53560 -0.01770  C3 1.058
11 H -4.10662 -0.42618 0.09923  C5 1.055

As for the LUMO energy: 1.132 eV. The value obtained for the HOMO energy is -0.3312 Eh.

Here are the Mulliken charges for atoms 1 to 6, given in e:
1 C -1.10
2 C 0.17
3 C -0.74
4 C -0.53
5 C 0.29
6 H 0.30

<ii> wins, 37.5 kcal/mol ahead of the next structure.